This record from OMol25 describes a 7-piece molecular cluster, C13H33F3O11P overall in a non-equilibrium geometry. The level of theory is ωB97M-V with the def2-TZVPD basis set.

- orbital gap (Eh) = 0.348
- E_HOMO (eV) = -12.460
- energy relative to the best compared isomer or geometry (same formula, charge and spin) (kJ/mol) = 0.00
- E_tot (eV) = -53974.286
- net charge = +1

Element x y z (Å)
1 C -1.49193 -2.50554 2.01308
2 C -0.47415 -3.03957 1.02349
3 O -0.23565 -2.08049 -0.05135
4 C -1.18912 -2.14625 -1.00771
5 O -1.23121 -3.03410 -1.82559
6 C -2.16510 -1.00734 -1.09214
7 C -1.75253 -0.08637 -2.26857
8 C -1.67648 1.40711 -1.94604
9 P -0.85208 1.83163 -0.38645
10 C -1.90628 2.98080 0.58313
11 C -2.59981 2.27321 1.75830
12 C -3.82934 1.47536 1.35865
13 F -4.93293 1.98103 1.94226
14 F -4.04159 1.48304 0.02310
15 F -3.71951 0.18393 1.74443
16 C 0.70823 2.70069 -0.69719
17 C 1.60066 1.74644 -1.46875
18 O 1.80623 1.87697 -2.64337
19 O 2.01654 0.66578 -0.75427
20 C 2.96424 0.88314 0.26878
21 C 3.88613 2.05643 0.13011
22 O 2.99127 0.10085 1.19327
23 H -1.27099 -2.87843 3.00292
24 H -1.46388 -1.42323 2.04033
25 H -2.49111 -2.79303 1.70202
26 H -0.78110 -3.97920 0.59138
27 H 0.47810 -3.16844 1.50837
28 H -2.28300 -0.49504 -0.14876
29 H -3.12041 -1.45519 -1.31557
30 H -2.50525 -0.19783 -3.03347
31 H -0.83532 -0.44343 -2.71279
32 H -2.64121 1.88884 -1.97402
33 H -1.07842 1.87880 -2.72099
34 H -0.62588 0.72182 0.43357
35 H -2.64635 3.36838 -0.10199
36 H -1.28831 3.80053 0.91983
37 H -2.92171 3.01709 2.46777
38 H -1.87436 1.64422 2.25155
39 H 0.51227 3.56442 -1.31284
40 H 1.14862 2.98202 0.24799
41 H 4.79661 1.80284 0.63797
42 H 3.43882 2.90424 0.63594
43 H 4.07190 2.30936 -0.90077
44 O 5.59614 0.94587 -2.26849
45 H 6.42616 0.63412 -2.63964
46 H 5.00168 0.91785 -3.02138
47 O -1.30561 5.22692 2.99374
48 H -1.70940 4.87879 3.79493
49 H -1.75898 6.06449 2.85137
50 O 0.29586 -3.50720 4.45945
51 H 1.24696 -3.58278 4.32000
52 H 0.21216 -3.10271 5.32915
53 O -0.09478 -6.34427 3.59162
54 H 0.01764 -6.96152 4.31884
55 H -0.04489 -5.46965 3.99580
56 O -1.96923 -4.41144 -4.31934
57 H -1.06327 -4.71203 -4.42255
58 H -1.97494 -3.96319 -3.46565
59 O 6.79111 0.31217 -4.84451
60 H 7.63493 -0.00139 -5.18378
61 H 6.20385 0.28048 -5.60516

Force components x, y, z for each atom (eV/Å):
-0.17 -0.17 -0.51
0.23 0.35 0.37
-0.54 0.16 0.10
0.14 -0.72 -0.70
0.09 0.31 0.64
0.15 0.09 -0.36
-0.52 -0.19 0.42
0.84 -0.33 -0.15
-0.84 1.01 0.24
-0.01 -0.79 -0.17
0.38 0.44 -0.51
-0.41 -0.24 0.65
0.37 -0.27 -0.35
0.00 -0.14 0.14
-0.10 0.41 -0.26
-0.02 -0.92 -0.19
0.34 0.22 -1.27
-0.18 -0.24 0.84
0.20 0.37 0.20
0.41 -1.64 2.07
-0.67 -0.19 -0.23
-0.35 1.28 -1.83
-0.15 -0.14 0.12
0.17 0.32 0.10
-0.28 -0.04 0.15
0.00 -0.32 -0.17
0.40 -0.02 -0.02
0.12 0.12 0.26
-0.36 -0.11 -0.05
-0.12 0.04 -0.38
0.39 0.07 -0.04
-0.35 0.07 0.30
0.14 0.24 -0.17
0.26 -0.09 -0.18
-0.12 0.29 -0.24
0.15 0.19 0.33
-0.08 0.27 0.22
-0.04 -0.39 0.34
-0.12 0.35 -0.12
0.06 0.11 0.36
0.42 -0.06 0.11
-0.08 0.27 0.18
0.24 0.04 -0.29
-0.22 0.09 0.35
0.07 -0.01 -0.15
-0.02 -0.04 -0.14
-0.19 -0.16 -0.14
0.10 0.04 0.13
0.08 0.09 -0.01
0.23 -0.02 0.09
0.02 0.01 -0.03
-0.06 -0.05 0.05
0.04 0.07 -0.07
-0.01 -0.08 0.00
-0.09 0.05 0.07
-0.12 0.10 -0.04
0.05 -0.06 -0.01
0.09 -0.05 0.00
0.05 -0.04 -0.07
0.06 0.00 0.03
-0.04 0.01 -0.03